(1)
{"formula": "C14H15FeNO3", "method": "ωB97M-V/def2-TZVPD", "elements": ["C", "C", "C", "C", "C", "Fe", "N", "C", "C", "H", "H", "H", "H", "H", "H", "H", "H", "H", "H", "O", "C", "C", "C", "C", "C", "C", "C", "O", "O", "H", "H", "H", "H", "H"], "positions_angstrom": [[-0.4065, 0.9280, -4.1977], [0.9943, 0.9130, -3.8627], [1.1564, 1.3895, -2.5178], [-0.1515, 1.7138, -2.0112], [-1.1180, 1.4259, -3.0449], [-0.1327, -0.2271, -2.5261], [-1.6280, -0.6793, -1.9983], [-0.0654, -2.0618, -2.3672], [1.3142, -1.5103, -2.3892], [2.0921, 1.6039, -1.9901], [1.8290, 0.6813, -4.5444], [-0.3538, 2.2402, -1.0826], [-2.1997, 1.6090, -2.9431], [-0.8586, 0.6604, -5.1640], [1.9370, -1.8138, -3.2330], [-0.2901, -2.4871, -1.3371], [-2.3957, -1.2386, -1.6282], [1.8718, -1.6591, -1.4714], [-0.5219, -2.4460, -3.3381], [-0.7480, 2.0478, 2.4608], [-0.4133, 1.0610, 3.2745], [-0.5323, 1.2049, 4.6741], [-0.2109, 0.1466, 5.5127], [0.2409, -1.0679, 4.9770], [0.3795, -1.2237, 3.5961], [0.0634, -0.1753, 2.7232], [0.2099, -0.3297, 1.2294], [0.6728, -1.3805, 0.7619], [-0.1936, 0.6985, 0.5441], [-0.5611, 1.5969, 1.4514], [-0.8897, 2.1651, 5.0610], [-0.3135, 0.2693, 6.5905], [0.4910, -1.9064, 5.6381], [0.7320, -2.1484, 3.1525]], "forces_ev_per_a": [[0.17, 1.07, -0.84], [0.57, 2.04, -0.86], [-0.35, 2.05, -0.93], [0.44, 1.97, -0.96], [0.33, 2.49, -0.69], [2.50, -0.40, 0.94], [-5.85, -2.07, 1.77], [1.47, -3.10, 0.58], [0.36, -3.09, -0.40], [-0.44, -0.51, -0.24], [-0.63, -0.22, 0.47], [0.02, -0.59, -0.25], [0.81, -0.41, -0.13], [0.34, 0.05, 0.56], [-0.08, 0.43, -0.37], [-0.31, 0.28, -1.69], [0.02, 0.02, 0.05], [-0.17, 0.27, 0.31], [0.66, -0.12, 1.65], [-0.01, 0.12, 0.19], [0.11, -0.47, -0.39], [-0.01, 0.05, -0.16], [0.10, -0.18, -0.31], [0.08, -0.26, 0.27], [-0.26, 0.82, -0.09], [-0.08, 0.08, 1.09], [-0.14, 0.03, -1.04], [-0.26, 0.66, 0.61], [0.44, -0.62, 1.28], [0.14, -0.35, -0.01], [0.12, -0.35, -0.11], [0.03, -0.07, -0.13], [-0.11, 0.34, -0.17], [-0.01, 0.04, 0.02]], "lowdin_charge": [-0.212, -0.239, -0.201, -0.206, -0.248, 0.227, -0.126, -0.303, -0.262, 0.097, 0.083, 0.088, 0.088, 0.078, 0.008, 0.067, -0.061, 0.015, 0.062, -0.018, -0.311, -0.055, -0.147, -0.147, -0.047, -0.062, -0.543, 0.002, -0.034, 0.054, 0.097, 0.078, 0.075, 0.102], "multiplicity": 5, "e_lumo_ha": [0.1953, 0.1953], "s2": 6.072, "homo_ev": [2.55, 0.17], "orbital_gap_ha": [0.1016, 0.1889], "charge": -2}

(2)
{"formula": "C4H6O2", "method": "ωB97M-V/def2-TZVPD", "elements": ["C", "C", "C", "C", "H", "H", "H", "H", "H", "H", "O", "O"], "positions_angstrom": [[-0.2145, 1.0366, -1.2767], [0.5905, -0.0418, -0.7250], [-0.2414, -0.8767, 0.2208], [0.2833, -1.7144, 1.2580], [-1.1852, 0.5130, -2.1202], [0.8920, -0.6157, -1.5836], [1.4982, 0.4518, -0.2966], [-1.1064, -1.2425, -0.3219], [-0.2070, -2.6067, 1.4858], [1.3486, -1.6132, 1.5142], [-0.0084, 2.3303, -0.9517], [-0.4601, -0.4939, 1.5091]], "forces_ev_per_a": [[-1.73, 6.82, -0.27], [1.50, 0.88, 0.92], [-0.06, -0.25, -2.56], [1.63, 1.43, 0.41], [2.60, 2.22, 2.42], [0.21, -0.73, -0.29], [-0.69, -0.69, 0.09], [-0.40, -0.16, 0.11], [-0.68, -1.25, 0.52], [-0.55, -0.25, -0.10], [-1.78, -8.13, -2.55], [-0.06, 0.11, 1.29]], "lowdin_charge": [-0.182, -0.164, -0.390, -0.058, 0.205, 0.120, 0.149, 0.140, 0.094, 0.129, -0.054, 0.010], "e_lumo_ha": 0.0139, "relative_energy_kcal_mol": 88.4, "homo_ev": -10.12, "orbital_gap_ha": 0.3859, "charge": 0}

(3)
{"formula": "C5H10N", "method": "ωB97M-V/def2-TZVPD", "elements": ["C", "C", "C", "C", "C", "N", "H", "H", "H", "H", "H", "H", "H", "H", "H", "H"], "positions_angstrom": [[-0.6042, -0.4543, 0.4665], [-0.9368, 0.5496, -0.5973], [0.5386, -0.1401, 1.4486], [-0.2338, 1.8013, -0.3704], [1.4173, -1.1064, 1.5990], [-1.8497, 0.6617, -1.4868], [-1.5180, -0.5768, 1.0838], [-0.3622, -1.4641, 0.2205], [-0.8198, 2.3325, 0.3891], [-0.2608, 2.5527, -1.2815], [0.8265, 1.6390, -0.1817], [1.3330, -2.1875, 1.2288], [-2.5747, 0.0918, -1.8379], [2.0598, -1.0166, 2.4035], [0.7465, 0.7614, 1.9511], [-1.7095, 1.3378, -2.1850]], "forces_ev_per_a": [[0.28, 0.61, 1.21], [4.54, -0.44, 2.69], [-5.28, 2.44, -3.52], [0.16, 2.69, -1.80], [2.35, -6.25, 0.60], [-4.02, -0.43, -2.90], [-0.08, 0.07, 0.57], [-0.25, -0.84, -1.05], [0.76, 0.42, 0.51], [-0.01, -1.64, 1.52], [0.08, 0.27, 0.58], [0.08, 1.94, -0.07], [-0.60, -1.48, 0.60], [1.84, 0.17, 1.33], [-0.39, 1.24, 0.42], [0.54, 1.22, -0.68]], "lowdin_charge": [-0.083, -0.406, 0.014, -0.072, 0.205, 0.152, 0.175, 0.098, 0.105, 0.135, 0.084, 0.157, 0.120, 0.085, 0.128, 0.102], "multiplicity": 3, "e_lumo_ha": [-0.1742, -0.3367], "s2": 2.006, "relative_energy_kcal_mol": 52.3, "homo_ev": [-9.63, -15.28], "orbital_gap_ha": [0.1797, 0.2247], "charge": 1}